Entry 1:
DFT (wB97M-V/def2-TZVPD) results for C17H47AlO4PS as an isolated structure at a distorted geometry.

```
71
Properties=species:S:1:pos:R:3:forces:R:3
C 0.01800 -1.38078 2.75652 -0.2 0.2 0.1
P -0.21645 0.37754 2.20033 0.8 0.4 -0.2
C -0.85927 1.31032 3.68591 -0.1 -0.3 0.2
Al -1.62977 0.51270 0.32482 -0.4 -0.3 -0.6
C -3.51469 -0.20554 0.64726 -0.3 0.4 0.2
C -3.99999 -0.11342 2.11325 0.3 -0.5 -0.3
C -4.60552 -1.42082 2.66472 0.0 0.8 0.7
S -3.93674 -1.87379 4.32041 0.1 -0.3 0.0
H -0.82042 -1.81125 3.30510 -0.1 0.0 0.0
H 0.91876 -1.44142 3.36344 0.1 -0.1 0.1
H 0.18805 -1.97271 1.85926 0.0 -0.1 -0.1
H -0.23126 2.16923 3.90929 0.1 0.1 0.0
H -0.83249 0.65857 4.56120 0.0 -0.1 0.1
H -1.88186 1.67126 3.58029 -0.1 0.0 0.0
H -1.72794 2.03057 -0.23430 0.0 0.1 0.3
H -0.94048 -0.40620 -0.83284 0.1 -0.1 0.1
H -3.64429 -1.22095 0.26870 0.2 -0.2 0.0
H -4.18776 0.40251 0.03471 0.0 0.0 -0.2
H -3.15420 0.15472 2.74570 0.0 0.0 0.1
H -4.74852 0.67178 2.21148 0.0 0.1 0.1
H -5.67083 -1.28651 2.82084 -0.2 -0.3 -0.3
H -4.40397 -2.26122 2.01219 0.0 -0.2 0.0
H -3.58895 -0.65548 4.74994 0.0 0.1 -0.2
C 3.09428 0.36672 -1.89216 -0.1 -0.1 0.1
C 1.80839 1.06003 -2.31798 0.3 0.1 0.0
C 2.04581 1.98142 -3.50751 -0.1 0.0 -0.1
O 1.24571 1.77661 -1.23228 -0.1 0.1 -0.1
H 3.84177 1.09746 -1.57916 0.1 0.0 -0.1
H 2.90596 -0.29147 -1.04376 0.0 0.0 0.0
H 3.51693 -0.22390 -2.70910 0.0 0.0 0.0
H 1.05920 0.31223 -2.58226 -0.1 0.0 0.1
H 2.75948 2.77006 -3.24594 0.1 -0.1 0.0
H 1.11347 2.46769 -3.80035 0.0 0.0 0.0
H 2.43638 1.43050 -4.36643 0.0 0.0 0.0
H 1.87585 2.44859 -0.94748 0.0 -0.1 0.0
C -6.28452 -0.36046 7.98309 -0.1 0.0 0.0
C -5.98233 -1.71254 8.61305 0.3 0.2 -0.1
C -4.92680 -1.59709 9.70403 0.0 -0.1 0.1
O -5.57409 -2.64175 7.61802 -0.1 -0.1 0.2
H -5.38727 0.04765 7.51104 0.0 0.0 0.0
H -7.04303 -0.46280 7.20730 0.0 0.0 0.0
H -6.63820 0.35556 8.72785 0.0 0.0 0.0
H -6.89822 -2.12647 9.03949 0.0 -0.1 0.0
H -3.98845 -1.22438 9.28503 0.0 0.1 0.0
H -4.72556 -2.57373 10.14535 0.0 0.0 0.0
H -5.24421 -0.91469 10.49497 0.0 0.0 0.0
H -4.77271 -2.30409 7.19793 -0.1 0.0 -0.2
C 8.09713 -1.32700 -2.37863 0.0 -0.1 0.1
C 6.81803 -0.59134 -2.75105 0.2 0.2 0.0
C 7.02304 0.32567 -3.94754 -0.1 0.0 0.0
O 6.32389 0.14714 -1.63960 0.0 -0.1 0.1
H 8.87832 -0.61382 -2.09974 0.0 0.0 -0.1
H 7.92593 -1.98000 -1.52272 0.0 0.0 0.0
H 8.46504 -1.93044 -3.21032 0.0 0.0 0.0
H 6.03761 -1.31728 -2.98297 -0.1 0.0 0.1
H 7.77054 1.09043 -3.71637 0.1 0.0 0.0
H 6.09340 0.83711 -4.19797 0.0 0.0 0.0
H 7.36171 -0.23172 -4.82265 0.0 0.0 0.0
H 6.98614 0.80549 -1.39829 0.0 0.0 0.0
C -0.55225 0.72400 -6.90527 0.0 0.0 0.1
C 0.77875 1.25269 -7.41616 -0.2 -0.2 -0.1
C 0.82463 1.29419 -8.93675 0.1 0.1 0.0
O 1.85312 0.46664 -6.90628 0.2 0.1 0.0
H -0.71371 -0.30017 -7.25423 0.0 0.0 -0.1
H -0.56370 0.70662 -5.81572 0.0 0.0 0.0
H -1.38346 1.33963 -7.25230 0.0 0.0 0.0
H 0.94387 2.25570 -7.02083 0.1 0.0 0.1
H 0.70473 0.28779 -9.34816 -0.1 0.0 0.0
H 1.78530 1.67905 -9.28078 0.0 0.0 0.0
H 0.03118 1.92547 -9.33977 0.0 0.0 0.0
H 1.74354 -0.43613 -7.22690 0.0 0.0 0.0
```
Forces are in eV/Å.

Calculated values
Highest occupied orbital energy   -3.12 eV
Lowest unoccupied orbital energy   2.4 eV
Multiplicity   1
Charge   -1
Frontier orbital gap   5.5 eV
Largest force on an atom   1.05 eV/Å
Calculated total energy   -53302.4653 eV
Energy above the lowest of the compared OMol25 structures with the same formula, charge and spin   0.00 kcal per mole

---

Entry 2:
DFT (wB97M-V/def2-TZVPD) results for C2H2F2LiLuO as an isolated structure at a distorted geometry.

```
9
Properties=species:S:1:pos:R:3:forces:R:3
F -0.66089 2.73098 -1.23585 0.2 -1.4 -1.3
O 0.23706 -0.16191 -0.62334 -0.2 2.8 -3.6
Lu -0.36283 1.18609 -2.46535 0.6 -0.6 2.4
Li -0.64822 2.89857 0.51537 -0.1 0.8 1.0
C 0.91039 -1.03654 0.55429 -0.7 5.0 -0.5
C -0.39645 -1.36334 0.54258 2.1 -4.8 1.6
H 0.22970 -1.99545 1.52896 -2.0 0.4 0.7
F 1.46615 -0.08951 1.27159 0.6 -2.4 -0.4
H -0.77491 -2.16889 -0.08825 -0.6 0.3 0.0
```
Forces are in eV/Å.

Calculated values
Highest occupied orbital energy (alpha / beta)   -22.60 / -23.47 eV
Lowest unoccupied orbital energy (alpha / beta)   -15.5 / -15.7 eV
Multiplicity   2
Charge   +3
Expectation value of S²   0.842
Frontier orbital gap (alpha / beta)   7.1 / 7.7 eV
Largest force on an atom   5.47 eV/Å
Calculated total energy   -43374.6375 eV

---

Entry 3:
DFT (wB97M-V/def2-TZVPD) results for a 11-piece molecular cluster, C33H87N7O11 overall at a distorted geometry.

```
138
Properties=species:S:1:pos:R:3:forces:R:3
C -0.16128 4.39362 6.05530 0.8 0.3 0.7
C -0.39830 2.93348 6.54589 1.2 0.8 -0.4
C -1.88790 2.77731 6.64953 -1.4 -1.4 -1.0
C -2.60144 2.52461 5.28203 1.2 0.8 0.9
C -1.91995 1.36902 4.56553 -0.8 -0.4 0.7
C -0.44883 1.62890 4.30111 0.4 0.2 -0.8
N 0.20483 1.88859 5.59532 -1.0 0.6 0.8
O 1.62614 2.07670 5.45513 -0.3 -1.4 0.6
C 0.15787 0.35145 3.69430 -0.4 -0.2 0.5
C -0.41080 2.74775 3.20765 2.1 -0.5 -0.2
C 0.17272 2.67387 7.95985 0.4 0.3 -0.9
H 0.84238 4.42375 5.58305 -0.6 0.4 0.2
H -0.21833 5.18234 6.88734 0.2 -1.3 -1.0
H -0.94526 4.65605 5.34366 0.3 0.1 -0.1
H -2.15021 1.93387 7.28261 0.2 -0.5 0.1
H -2.35978 3.60776 7.16314 0.3 0.5 0.0
H -2.54950 3.44854 4.69694 -0.2 -0.2 -0.1
H -3.63260 2.31691 5.49873 -0.6 -0.2 -0.1
H -2.38666 1.22878 3.58352 -0.1 -0.3 0.2
H -2.07901 0.47088 5.21585 0.3 0.4 -0.7
H 0.03432 -0.48724 4.38295 0.0 0.0 0.1
H -0.43233 0.13114 2.82973 -0.4 -0.3 -0.7
H 1.18898 0.34605 3.35395 0.1 0.6 0.3
H -1.00612 3.59816 3.44719 -0.2 0.6 0.2
H 0.65132 3.05030 3.07606 -0.6 0.2 0.3
H -0.68829 2.43270 2.19018 -0.3 -0.4 0.5
H -0.46269 3.26626 8.64737 0.5 -0.6 0.0
H 1.24042 2.97551 8.07353 -0.8 -0.2 -0.1
H 0.09020 1.58086 8.05840 0.0 0.4 0.6
H 1.95199 1.20015 5.81361 -0.4 1.6 -0.6
C -0.33525 1.22649 -4.77584 -0.3 0.0 -0.1
O -1.56528 1.26341 -4.75137 -0.4 -0.8 0.4
N 0.41400 0.07747 -4.72861 -1.0 -0.8 -0.8
N 0.37454 2.33945 -4.80416 1.6 1.7 -0.2
H 1.40084 0.02652 -5.03809 -0.8 0.2 0.4
H -0.20398 -0.66234 -5.06944 0.7 0.0 0.3
H 1.33971 2.34580 -5.05991 0.6 -0.4 0.2
H -0.00606 3.25811 -4.78010 -0.9 0.1 0.0
C 2.54529 -1.83303 -3.87014 1.1 2.3 0.2
O 3.01676 -0.93427 -4.55542 1.6 1.4 -1.2
N 2.67616 -1.82600 -2.56912 1.1 0.0 3.5
N 1.82975 -2.74563 -4.42876 -3.4 -2.6 -1.9
H 2.21595 -2.48005 -1.95947 -0.1 -0.3 -0.2
H 3.52480 -1.44552 -2.14736 -0.6 0.0 -0.3
H 1.04817 -3.10742 -3.86658 0.3 -0.4 -0.2
H 1.55963 -2.39806 -5.34850 0.0 -0.7 0.2
C 3.87694 -0.70850 0.72600 -1.5 -1.2 -1.2
O 3.99529 -1.80993 0.15363 -0.4 0.3 1.2
N 2.76454 -0.33995 1.45788 1.9 1.2 -0.3
N 4.77522 0.25356 0.49677 -0.4 0.9 1.1
H 2.05594 -1.00376 1.60973 -0.9 -0.9 0.2
H 2.75690 0.54596 1.96572 -0.1 -0.7 -0.3
H 5.58151 -0.00130 -0.01081 0.6 0.1 -0.6
H 4.44404 1.19400 0.58714 0.6 0.3 -0.1
C 1.39542 -5.45508 -2.35270 1.5 -0.7 1.5
C -0.03523 -5.10669 -2.02839 0.9 -1.7 1.8
C -0.22354 -5.22956 -0.42738 -0.6 0.3 -1.3
O -0.22304 -3.85483 -2.59247 -1.8 0.7 -0.1
H 2.12837 -4.72378 -1.89599 -1.0 -0.4 -0.4
H 1.66471 -5.51022 -3.40961 -0.3 -0.2 0.1
H 1.62540 -6.39409 -1.79019 0.1 0.4 -0.9
H -0.73321 -5.88553 -2.42310 0.4 0.7 -0.2
H 0.54997 -4.74184 0.16439 0.0 0.4 -0.2
H -0.22347 -6.27589 -0.09392 0.0 0.0 -0.5
H -1.22700 -4.84542 -0.17721 0.5 0.1 0.1
H -1.20317 -3.75090 -2.69941 0.6 0.5 0.2
C 4.86756 2.59858 -2.26105 0.8 1.5 0.2
C 3.88404 1.56738 -2.73014 0.6 -0.7 -1.9
C 2.52808 1.58713 -2.09805 0.0 1.0 1.7
O 3.78136 1.83942 -4.18097 -0.2 -1.5 0.7
H 4.76879 2.86456 -1.19735 0.1 -0.3 -0.1
H 4.75419 3.56298 -2.81323 -0.3 -0.7 0.3
H 5.91676 2.31901 -2.48326 -0.6 -0.1 0.3
H 4.35439 0.56290 -2.61977 -0.4 0.5 -0.1
H 2.63134 1.57656 -0.99484 0.1 -0.5 -0.2
H 1.81432 0.80885 -2.36337 0.2 0.1 -0.4
H 2.13555 2.59448 -2.20089 -0.5 0.1 -0.6
H 3.69005 0.93447 -4.56202 0.0 0.6 0.1
C -6.37062 0.27682 -3.30637 -0.2 0.1 -0.7
C -5.11966 -0.24771 -3.95121 0.1 -1.8 1.9
C -5.50262 -1.46909 -4.81014 1.1 1.1 -2.1
O -4.51766 0.74045 -4.68908 0.4 1.0 -0.6
H -6.74652 -0.58439 -2.80036 -0.8 -0.4 0.6
H -7.01792 0.54005 -4.13892 -0.5 0.3 0.2
H -6.28136 1.10011 -2.60171 0.3 0.1 -0.2
H -4.52054 -0.60532 -3.07295 0.2 0.3 -0.8
H -4.60255 -2.02852 -5.19603 -0.9 0.5 0.6
H -5.97978 -1.00073 -5.71297 0.3 -0.6 0.5
H -6.23307 -2.13356 -4.40056 -0.2 -0.5 0.6
H -3.57242 0.62130 -4.80713 0.3 -0.1 -0.1
C -3.84684 -5.21574 -1.69768 0.1 -1.0 0.0
C -3.92473 -3.68969 -1.73860 0.2 -1.2 -0.2
C -3.77170 -3.17461 -0.34050 -1.0 0.4 1.5
O -2.93545 -3.19355 -2.60105 0.4 0.8 -0.3
H -2.97747 -5.59519 -1.09943 -0.7 0.5 -0.5
H -3.89565 -5.84952 -2.61614 0.3 1.2 0.1
H -4.75857 -5.49825 -1.19767 -0.3 -0.4 0.6
H -4.92425 -3.39465 -2.07514 0.0 0.0 -0.3
H -3.80096 -2.07280 -0.29400 0.3 -0.3 -0.1
H -2.90794 -3.56152 0.23245 -0.3 0.2 -0.5
H -4.69001 -3.49513 0.20503 0.6 0.1 -0.1
H -2.86821 -2.23192 -2.42693 0.3 -0.1 -0.2
C 0.98871 -3.70780 3.98473 0.6 -0.8 0.1
C 2.26522 -3.51337 3.21485 0.6 0.4 -1.2
C 3.23209 -4.65501 3.26278 1.0 -0.3 -0.1
O 1.90506 -3.29832 1.83746 0.2 0.8 -0.1
H 1.31449 -3.70553 5.03089 -0.7 0.3 0.1
H 0.59825 -4.72883 3.79296 -0.1 0.7 -0.1
H 0.29462 -2.91158 3.68847 0.0 -0.4 0.5
H 2.83601 -2.65681 3.62284 -0.5 0.2 -0.3
H 4.09293 -4.49665 2.55983 -0.7 0.1 0.7
H 2.76591 -5.57783 2.94041 -0.2 -0.3 0.1
H 3.61638 -4.74271 4.28431 0.1 -0.3 -0.1
H 2.68137 -2.97929 1.32758 -0.2 -0.4 0.2
C 0.52330 5.18385 -0.94243 0.1 1.4 -0.8
C 1.78979 5.96911 -0.51001 -0.9 -1.0 -0.3
C 2.70626 6.38540 -1.62955 -0.5 -0.9 -1.1
O 1.35470 7.03918 0.26480 -0.8 0.7 0.9
H -0.02339 5.86480 -1.59958 0.1 -0.2 -0.6
H -0.22835 5.05645 -0.17252 0.4 -0.4 0.7
H 0.77197 4.25453 -1.46481 -0.1 0.2 0.2
H 2.33875 5.25545 0.07624 0.6 -0.3 0.8
H 3.72043 6.44796 -1.24332 0.1 0.5 -0.2
H 2.34752 7.26574 -2.19498 0.3 -0.2 0.5
H 2.68300 5.55328 -2.36084 0.3 0.3 0.2
H 1.92761 7.80895 0.25577 0.3 -0.2 -0.2
C -1.26564 1.58959 -1.00777 0.1 0.7 0.2
C -1.18749 0.16040 -1.48781 0.6 -0.9 0.6
C -0.90645 -0.77275 -0.28392 -0.7 -1.0 0.5
O -2.38800 -0.26416 -2.13136 0.0 0.0 -0.3
H -0.25976 1.94753 -0.75751 -0.1 0.0 -0.1
H -1.81643 1.60223 -0.07617 -0.4 0.2 0.2
H -1.73479 2.32252 -1.69563 0.3 -0.6 0.1
H -0.31881 0.05309 -2.14437 -0.2 -0.1 -0.4
H -1.04440 -1.87169 -0.39539 0.1 0.6 -1.0
H -1.60782 -0.62437 0.55699 0.3 0.6 -0.2
H 0.12375 -0.70900 0.07392 -0.1 0.5 0.0
H -2.45921 0.21331 -2.98148 0.2 0.0 0.4
```
Forces are in eV/Å.

Calculated values
Highest occupied orbital energy   -8.82 eV
Lowest unoccupied orbital energy   0.2 eV
Multiplicity   1
Charge   0
SMILES   CC1(C)CCCC(C)(C)N1O.NC(N)=O.NC(N)=O.NC(N)=O.CC(C)O.CC(C)O.CC(C)O.CC(C)O.CC(C)O.CC(C)O.CC(C)O
Frontier orbital gap   9.0 eV
Largest force on an atom   4.64 eV/Å
Calculated total energy   -68586.3868 eV

---

Entry 4:
DFT (wB97M-V/def2-TZVPD) results for C35H33F5N8STi as an isolated structure at a distorted geometry.

```
83
Properties=species:S:1:pos:R:3:forces:R:3
Ti -0.54222 -0.16870 0.14143 0.2 -0.7 0.2
C -0.10139 4.86752 -2.61853 0.1 0.0 0.0
C 1.29653 5.01155 -2.59652 0.0 -0.1 0.1
C 2.07044 3.97475 -2.15075 -0.1 0.0 0.0
C 1.47557 2.74010 -1.73147 0.0 -0.1 0.1
N 0.12552 2.63251 -1.73415 -0.2 0.1 -0.1
C -0.60451 3.66680 -2.16482 0.1 -0.2 0.1
N 2.31944 1.76782 -1.33546 -0.1 0.0 0.1
C 2.01546 0.47408 -1.16736 -0.1 0.2 -0.3
N 0.82709 -0.20249 -1.41982 0.9 -0.2 -0.8
C 1.09969 -1.55476 -1.40381 0.3 0.0 -0.7
N 0.36534 -2.59885 -1.85788 -0.1 0.0 0.1
C -0.54652 -2.56596 -2.83532 -0.1 0.1 0.2
C -1.18293 -3.81014 -3.16717 0.0 -0.1 -0.1
C -2.07208 -3.88617 -4.20273 0.0 0.0 0.1
C -2.38783 -2.73169 -4.94039 0.0 0.1 0.0
C -1.78947 -1.55777 -4.52653 0.2 0.0 0.2
N -0.92319 -1.44413 -3.51242 -0.1 0.0 -0.3
C 2.47937 -1.76272 -1.02193 -0.1 -0.1 -0.1
C 3.25251 -2.91709 -0.92109 0.1 -0.1 0.1
C 4.61037 -2.78462 -0.69011 -0.1 0.1 0.0
C 5.19926 -1.50625 -0.58737 -0.1 0.0 0.0
C 4.43193 -0.36083 -0.70140 0.1 0.0 0.1
C 3.05793 -0.49408 -0.90289 0.0 0.1 0.0
H -0.75770 5.65659 -2.96129 0.0 0.0 0.0
H 1.75740 5.93636 -2.92610 0.0 0.0 0.0
H 3.14957 4.04131 -2.10933 0.0 0.0 0.0
H -1.68630 3.52368 -2.13310 0.1 0.0 0.0
H -0.92069 -4.67896 -2.57581 0.0 0.0 0.0
H -2.53680 -4.83289 -4.45377 0.0 -0.1 0.0
H -3.07949 -2.75044 -5.77300 0.0 0.0 0.0
H -2.03396 -0.62244 -5.03112 0.0 0.0 0.0
H 2.78778 -3.89335 -1.02598 0.0 0.1 0.0
H 5.23366 -3.66921 -0.60304 0.0 0.0 0.0
H 6.26924 -1.42385 -0.42788 0.0 0.0 0.0
H 4.88262 0.62577 -0.65084 0.0 -0.1 0.0
N -1.91115 0.45416 -1.42890 -0.6 0.7 -0.5
C -3.36622 0.40385 -1.37538 0.1 -0.3 0.1
C -3.85568 -1.04415 -1.35618 0.2 0.0 0.0
C -3.42480 -1.84448 -0.12538 0.1 0.2 -0.1
N -1.96475 -1.92451 0.02367 -0.3 0.1 -0.1
H -1.52080 1.39804 -1.44756 -0.1 0.1 -0.2
H -1.53614 0.00074 -2.26138 0.1 -0.1 -0.2
H -3.82844 0.92013 -2.22121 -0.1 0.1 -0.1
H -3.70011 0.90350 -0.46577 0.0 0.1 0.1
H -3.50864 -1.55657 -2.26375 0.0 0.0 0.1
H -4.94993 -1.03958 -1.38553 0.0 0.0 0.0
H -3.86208 -2.84312 -0.20011 -0.1 -0.1 0.0
H -3.83451 -1.37638 0.76946 0.0 0.1 0.1
H -1.54762 -2.42598 -0.75221 0.1 -0.2 -0.1
H -1.70463 -2.42804 0.85872 0.0 0.0 0.3
N 0.44379 -0.93134 1.38951 0.5 -0.4 1.9
C 0.80779 -1.43658 2.59994 0.0 -0.1 -0.5
C 1.27086 -2.77337 2.74292 0.0 -0.1 0.1
C 1.62521 -3.30431 3.97628 0.0 0.1 -0.1
C 1.55002 -2.54249 5.14299 0.0 0.1 -0.2
C 1.10899 -1.22226 5.03145 0.0 0.0 -0.1
C 0.75489 -0.67946 3.80514 0.0 -0.1 -0.1
H 1.33788 -3.37432 1.84086 0.0 0.0 0.0
H 1.97077 -4.33353 4.03392 0.0 0.0 0.0
H 1.83210 -2.96042 6.10359 0.0 0.0 0.0
H 1.03736 -0.60563 5.92482 0.0 0.0 -0.1
H 0.40929 0.34445 3.73472 0.0 0.1 0.0
C 2.10307 4.06086 1.44228 -0.1 0.0 0.1
S 1.43632 2.53818 2.13439 0.0 0.0 -0.1
C 2.94217 1.55257 2.07247 0.0 0.0 0.1
H 1.25860 4.72322 1.23793 0.1 0.0 0.0
H 2.61286 3.83008 0.50605 0.0 0.1 0.0
H 2.79022 4.54771 2.14107 0.0 0.0 -0.1
H 3.39571 1.68142 1.08925 0.0 -0.1 0.0
H 2.64623 0.51059 2.19179 0.0 0.0 0.0
H 3.63605 1.84000 2.86752 0.0 0.0 -0.1
F -2.33104 -1.12680 2.78918 0.1 -0.6 -0.1
C -2.39476 0.21088 2.62621 -0.1 0.3 0.1
C -1.80009 0.83873 1.54178 -1.0 0.8 1.0
C -2.04705 2.20085 1.55775 0.0 -0.1 0.0
F -1.58771 2.97640 0.54766 0.1 0.2 -0.3
C -2.76294 2.88830 2.51814 0.3 0.1 -0.4
F -2.95458 4.21423 2.44505 0.0 0.5 -0.1
C -3.30224 2.19984 3.56683 0.0 -0.1 0.0
F -4.00736 2.83242 4.50599 -0.4 0.3 0.5
C -3.12419 0.84303 3.61869 0.2 -0.2 -0.2
F -3.68434 0.15767 4.62507 -0.2 -0.3 0.4
```
Forces are in eV/Å.

Calculated values
Highest occupied orbital energy (alpha / beta)   0.17 / -1.36 eV
Lowest unoccupied orbital energy (alpha / beta)   4.4 / 4.4 eV
Multiplicity   3
Charge   -2
Expectation value of S²   2.034
Frontier orbital gap (alpha / beta)   4.2 / 5.8 eV
Largest force on an atom   2.01 eV/Å
Calculated total energy   -96291.0288 eV
Energy above the lowest of the compared OMol25 structures with the same formula, charge and spin   15.49 kcal per mole